Entry 1:
Here is a molecular structure, C46H72NO3PdS2Si from the OMol25 dataset. Energies are from ωB97M-V/def2-TZVPD.

As for the total energy: -89528.8817 eV. As for the spin multiplicity: 5. As for the expectation value of S²: 6.02. The frontier orbital gap (spin up / spin down) is 8.121 / 5.818 eV. The LUMO energy (spin up / spin down) is -2.2 / -4.9 eV. Its total charge is +1. The calculation puts the HOMO energy (spin up / spin down) at -10.30 / -10.76 eV.

```
126
Properties=species:S:1:pos:R:3:forces:R:3
Pd 6.86009 -16.79627 11.62389 0.45 0.03 0.06
S 9.51680 -16.83165 12.41533 0.07 -0.20 -0.11
S 4.85553 -12.70058 13.20047 -0.17 0.21 -0.07
Si 10.59306 -18.06086 13.88361 -0.46 0.24 0.45
O 9.62127 -19.27988 14.32140 0.00 -0.13 -0.30
O 11.99927 -18.45232 13.24277 0.28 -0.24 0.13
O 10.80842 -17.07684 15.14823 0.38 -0.20 -0.01
N 5.86168 -14.34010 11.49805 -0.20 -0.23 -0.48
C 8.32017 -17.17589 6.96575 0.62 0.32 0.28
C 5.90262 -14.00968 12.74409 0.04 0.37 0.35
C 7.61688 -16.79882 14.61229 -0.52 0.47 -0.79
C 3.10690 -11.83601 9.63719 0.26 0.45 0.41
C 11.46440 -19.75157 11.24684 0.32 0.44 -0.13
C 13.17316 -16.77600 15.74348 -0.34 0.10 -0.48
C 5.99452 -16.87484 9.48530 -0.22 -0.13 0.08
C 13.32172 -18.03866 11.35293 0.98 -0.14 0.21
C 6.77383 -14.17863 15.06781 0.34 -0.90 0.22
C 6.67720 -14.70928 13.78251 -0.22 -0.46 0.20
C 7.28710 -14.95232 16.11807 -0.18 0.49 -0.59
C 10.41195 -21.48903 14.93925 -0.35 0.43 -0.25
C 3.53434 -17.37300 11.99420 0.02 -0.36 -0.36
C 3.34505 -12.94032 7.37339 -0.35 0.69 -0.38
C 4.94971 -13.53631 10.78709 0.50 -0.48 -0.13
C 11.31766 -15.43181 16.72579 -0.08 -0.14 0.80
C 3.75034 -12.78678 8.84581 -0.20 -0.62 -0.92
C 3.87818 -17.89783 10.56696 0.15 -0.18 0.29
C 5.38342 -17.91007 10.26410 0.29 -0.05 -0.06
C 3.19733 -16.95789 9.58247 -0.49 0.37 -0.29
C 6.46378 -18.85350 10.55053 0.33 -0.60 0.31
C 7.76100 -14.97536 8.00646 0.47 -0.51 0.20
C 6.02159 -21.31966 10.38695 0.56 0.04 0.08
C 3.25864 -19.28484 10.34033 -0.16 0.32 -0.37
C 3.41035 -11.68908 10.97567 -0.73 0.28 0.13
C 7.36674 -17.13781 9.25202 -0.07 -0.18 -0.31
C 8.28097 -16.39626 8.30326 -0.07 0.53 -0.09
C 13.48651 -20.21328 12.61821 -0.71 0.01 -0.06
C 3.70806 -11.65912 6.58296 -0.69 -0.13 0.12
C 8.12486 -20.67307 15.53096 -0.12 0.42 0.13
C 7.68419 -16.24911 15.88727 0.23 -0.54 0.00
C 11.83965 -16.09333 15.47853 -0.60 -0.23 -0.38
C 5.77343 -20.12230 12.61991 0.27 0.14 0.72
C 4.67782 -13.62712 9.41373 0.45 -0.07 0.52
C 7.11905 -16.02874 13.54734 -0.15 0.32 0.46
C 1.82016 -13.17341 7.29121 -0.02 -0.03 -0.02
C 10.13624 -19.69239 16.65083 0.05 -0.25 0.24
C 11.91765 -15.08485 14.34315 -0.42 0.00 0.25
C 12.56217 -19.11553 12.10730 -0.08 -0.01 -0.31
C 9.69963 -16.28376 8.88127 -0.35 -0.26 0.38
C 9.57983 -20.28913 15.37490 0.38 0.44 -0.30
C 6.54574 -20.18105 11.31367 -0.26 0.00 -0.71
C 4.01352 -14.11113 6.67367 0.64 -0.41 0.17
C 7.64498 -18.36322 9.92907 -0.29 0.87 -0.26
C 8.02207 -20.51671 11.63600 -0.50 0.37 0.24
C 4.30296 -12.57912 11.55825 0.29 0.05 0.25
H 7.35846 -14.52608 17.10220 0.00 0.09 0.23
H 11.21324 -19.51142 16.57086 -0.13 -0.04 0.02
H 3.52142 -19.66693 9.34310 -0.06 0.02 0.30
H 10.11900 -17.28328 9.00646 0.20 -0.01 0.00
H 1.52103 -13.25122 6.24395 0.04 -0.16 0.01
H 5.46367 -15.99879 9.16716 0.04 -0.17 -0.16
H 14.17639 -17.67715 11.96271 -0.52 -0.15 -0.24
H 1.21038 -12.37177 7.70775 0.21 0.12 0.14
H 13.05119 -17.49077 16.54215 0.06 -0.26 0.34
H 13.88050 -16.01153 16.04571 0.26 0.02 0.07
H 8.50445 -19.66269 12.12698 -0.07 -0.32 0.07
H 11.45741 -21.19315 14.84673 0.01 -0.11 -0.03
H 12.60355 -14.30234 14.63518 0.24 0.30 -0.11
H 14.17807 -19.81517 13.34708 0.23 0.03 0.17
H 2.11681 -17.06757 9.67311 -0.06 0.01 0.13
H 7.90696 -17.82378 14.41146 -0.01 0.09 0.28
H 3.92637 -17.98124 12.81103 -0.01 -0.09 -0.17
H 6.41454 -13.19611 15.28337 -0.12 0.55 0.05
H 6.19172 -22.27444 10.89518 -0.22 0.07 0.02
H 8.04224 -21.38267 12.31015 0.09 0.19 -0.20
H 8.51231 -14.49054 7.38238 -0.14 0.17 -0.01
H 9.65224 -18.74657 16.87273 -0.09 0.09 0.09
H 12.26416 -15.56208 13.43862 0.23 -0.09 -0.35
H 8.02370 -21.36981 16.35649 -0.10 -0.16 0.09
H 6.82581 -14.99829 7.46538 -0.26 -0.02 -0.21
H 10.83200 -18.96653 10.78981 0.04 -0.35 0.33
H 3.61269 -14.29374 5.66951 -0.04 0.21 0.25
H 12.01474 -14.65338 17.04520 -0.14 0.04 0.02
H 7.50150 -19.79208 15.74185 0.18 -0.20 -0.02
H 2.89422 -10.92256 11.55910 0.27 -0.26 -0.11
H 3.42161 -17.17008 8.53462 0.20 -0.11 0.06
H 5.23565 -14.34214 8.82394 -0.19 0.33 0.01
H 3.90337 -16.36460 12.13825 0.16 0.31 -0.06
H 6.62867 -21.36955 9.46976 -0.23 0.17 0.17
H 7.62960 -14.40239 8.91897 0.02 0.15 0.17
H 10.33629 -14.99520 16.51851 0.14 0.02 0.13
H 4.70846 -19.94275 12.52422 0.04 -0.01 -0.11
H 9.94791 -20.39725 17.46771 0.15 0.17 -0.01
H 3.22850 -10.77839 7.03170 0.24 -0.14 -0.16
H 3.41492 -15.90834 9.77965 0.09 0.04 0.00
H 13.54273 -17.29525 14.85720 0.00 0.11 0.06
H 1.54359 -14.09431 7.81527 0.03 0.04 -0.11
H 14.02100 -20.63019 11.77440 0.26 -0.16 -0.10
H 8.57989 -20.75146 10.73384 0.05 -0.18 -0.07
H 2.40053 -11.15180 9.19017 -0.09 -0.02 -0.01
H 4.97358 -21.22596 10.11264 0.09 -0.02 0.09
H 7.32466 -17.35623 6.58824 -0.33 0.00 -0.18
H 4.78082 -11.51859 6.53596 0.25 0.12 0.13
H 11.22261 -16.16340 17.55931 0.02 0.41 -0.55
H 10.89393 -20.44622 11.86893 -0.16 0.11 -0.23
H 8.07502 -16.87025 16.68313 -0.03 0.10 0.13
H 10.34292 -15.71548 8.21317 0.04 0.00 -0.04
H 6.18234 -19.34206 13.29131 -0.11 -0.24 -0.31
H 10.93201 -14.63694 14.13739 0.30 -0.16 0.17
H 13.75116 -18.43536 10.42992 -0.13 0.03 -0.03
H 12.87386 -21.00530 13.06886 0.29 0.12 0.00
H 10.31583 -22.24058 15.71840 0.11 -0.30 -0.13
H 8.80847 -18.13657 7.12451 0.05 -0.10 -0.15
H 10.03737 -21.86111 13.97131 0.20 -0.05 0.39
H 3.53842 -19.99008 11.09959 0.16 -0.37 0.13
H 5.10043 -13.96350 6.56831 -0.30 0.07 0.00
H 5.90209 -21.07294 13.13733 -0.09 -0.07 0.06
H 8.89512 -16.59462 6.21616 -0.29 -0.35 0.39
H 3.34319 -11.75437 5.55194 0.03 0.04 0.19
H 3.87607 -15.02142 7.26034 -0.09 -0.18 -0.11
H 2.44436 -17.33192 12.08070 0.09 -0.07 0.06
H 2.17151 -19.19606 10.38531 0.02 0.04 -0.03
H 11.93678 -20.29687 10.42169 -0.14 -0.02 0.16
H 12.68397 -17.19222 11.13091 -0.21 0.15 -0.12
H 8.62831 -18.78754 9.99377 0.03 -0.22 -0.01
H 7.76722 -21.13762 14.62121 -0.14 -0.13 -0.16
H 9.68634 -15.80623 9.87239 0.03 0.01 -0.37
```
Positions in Å, forces in eV/Å.


Entry 2:
Here is 2 unconnected molecules or ions with the total composition C2HCl2F3S from the OMol25 dataset. Energies are from ωB97M-V/def2-TZVPD.

As for the total energy: -46119.7336 eV. The frontier orbital gap (spin up / spin down) is 7.987 / 6.096 eV. The LUMO energy (spin up / spin down) is -1.5 / -2.6 eV. The calculation puts the HOMO energy (spin up / spin down) at -9.54 / -8.73 eV.

```
9
Properties=species:S:1:pos:R:3:forces:R:3
Cl 2.15649 -0.65214 1.65491 0.62 -0.36 0.60
Cl 1.37241 -1.35101 -1.08690 0.97 -0.99 0.23
S -0.25460 1.34896 0.51827 0.92 0.62 -0.49
F -1.11104 -0.64748 -0.86395 -0.01 -0.52 -0.55
F -2.10396 -0.26361 0.98349 -0.92 -0.66 0.76
F -2.56785 0.86522 -0.75462 -0.48 1.11 -0.31
C 2.00269 -0.30305 0.06279 -2.32 1.54 -1.78
C -1.56848 0.33184 -0.08002 0.36 -0.65 0.49
H 2.07433 0.67128 -0.43396 0.86 -0.08 1.05
```
Positions in Å, forces in eV/Å.